A structure of composition CH14Na6O14S in a non-equilibrium geometry, computed with wB97M-V/def2-TZVPD.

Structure (XYZ):
```
36
Properties=species:S:1:pos:R:3:forces:R:3:mulliken_charge:R:1
Na 1.025923 -1.204366 5.254699 0.0 0.0 -0.5 0.7977
Na 2.133573 4.280764 4.632619 -0.2 -0.1 0.0 0.4272
Na -2.479377 5.205654 -0.114771 0.2 -0.3 -0.2 0.9366
Na -2.829217 2.917524 4.847879 -0.2 0.0 -0.1 0.4900
Na 5.442653 1.164894 1.725539 -0.3 -0.4 -0.4 0.9437
Na -4.712167 -0.490926 0.934429 0.2 0.2 -0.3 0.9707
C -7.319117 2.964304 3.126019 2.2 -0.9 0.1 0.7477
O -6.288127 3.273154 2.471519 0.7 0.6 -0.8 -0.5847
O -7.194697 2.949604 4.365729 0.3 0.6 2.1 -0.4493
O -8.324167 2.462754 2.673839 -2.4 -0.5 -1.5 -0.4362
S 0.350613 0.344324 0.404559 0.1 -0.4 -2.3 1.2715
O 1.221933 0.732094 1.512449 1.9 0.2 2.6 -0.8295
O 0.969733 0.796534 -0.851711 0.2 0.8 -0.5 -0.7424
O 0.159063 -1.104006 0.299679 -0.3 -1.1 0.9 -0.7692
O -0.934697 1.017364 0.630799 -2.1 0.8 0.4 -0.7986
O 1.206703 4.919434 -1.473421 -0.4 0.3 0.2 -0.6541
H 1.325643 3.980574 -1.329801 -0.1 -0.7 0.0 0.3596
H 2.062963 5.301914 -1.281731 0.2 0.2 -0.1 0.2982
O 5.426333 -2.486386 -0.371941 0.1 0.4 0.3 -0.6516
H 6.075883 -3.001786 -0.850141 0.2 -0.1 -0.2 0.3285
H 4.638783 -3.030436 -0.374941 -0.3 -0.1 -0.1 0.3286
O 1.588823 -3.403506 -2.947541 0.1 -0.3 0.0 -0.6389
H 1.125813 -3.144376 -2.150851 -0.2 0.2 0.2 0.3272
H 1.996263 -2.596306 -3.261641 0.1 0.2 -0.1 0.3141
O 1.134783 -4.698056 2.407329 0.3 0.1 0.4 -0.6343
H 0.883943 -3.998186 1.804429 -0.1 0.3 -0.4 0.3481
H 0.378883 -4.798826 2.985859 -0.2 -0.3 0.0 0.2907
O -3.315437 -4.445026 0.037409 -0.2 0.2 -0.1 -0.6029
H -2.518687 -3.920856 0.119079 0.5 0.1 -0.1 0.3335
H -3.841557 -4.202256 0.799319 -0.2 -0.2 0.2 0.2734
O 4.146413 0.231314 -4.091691 0.0 -0.1 -0.1 -0.6057
H 4.920543 0.793594 -4.063551 0.2 0.1 -0.1 0.2934
H 3.566273 0.587814 -3.418941 -0.3 0.0 0.2 0.3158
O -0.999467 0.663554 -4.741701 -0.3 0.0 0.0 -0.6322
H -0.290187 0.879634 -4.136351 0.2 -0.1 0.3 0.3116
H -0.734637 1.058494 -5.572441 0.0 0.0 -0.3 0.3218
```
Positions in Å, forces in eV/Å.

As for the HOMO-LUMO gap: 1.85 eV. As for the net charge: +2. The value obtained for the LUMO energy is -7.690 eV. The highest occupied orbital energy is -9.5 eV. Its electronic energy is -67242.111 eV. The calculation puts the max |F| at 3.2 eV/Å.

A cluster of 2 separate species, FN2O3S in total in a non-equilibrium geometry, computed with wB97M-V/def2-TZVPD.

Structure (XYZ):
```
7
Properties=species:S:1:pos:R:3:forces:R:3:mulliken_charge:R:1
N -0.301395 1.024728 -1.926894 -1.1 1.5 -1.1 0.1448
N 0.277362 -0.639709 0.983233 -1.4 1.0 0.0 0.8553
O -0.922721 2.050158 -1.800948 -0.3 1.3 -0.2 -0.4945
O -0.340845 -0.248880 1.925301 -0.8 0.6 0.8 -0.5824
O 1.419583 -0.912550 0.913026 2.9 -0.6 0.3 -0.5178
F -0.489871 -2.101677 0.450680 -0.7 -0.9 -0.3 -0.5812
S 0.017462 -0.128580 -0.969135 1.4 -2.9 0.4 0.1757
```
Positions in Å, forces in eV/Å.

The energy above the lowest of the compared OMol25 structures with the same formula, charge and spin comes out at 1.8282 eV. As for the HOMO-LUMO gap (spin up / spin down): 7.52 / 7.52 eV. As for the net charge: -1. The value obtained for the LUMO energy (spin up / spin down) is 3.375 / 3.374 eV. The highest occupied orbital energy (spin up / spin down) is -4.1 / -4.1 eV. Its electronic energy is -22669.680 eV. The calculation puts the max |F| at 3.3 eV/Å.

The ion C2H2NO2S with charge -1 in a non-equilibrium geometry, computed with wB97M-V/def2-TZVPD.

Structure (XYZ):
```
8
Properties=species:S:1:pos:R:3:forces:R:3:mulliken_charge:R:1
C 0.207037 -0.272088 -0.445838 -0.8 -0.5 -0.7 -0.0267
C -0.398103 0.744070 0.364606 -0.5 -0.1 0.8 -0.4961
N 0.899035 1.004005 -0.341270 1.2 0.6 -0.2 -0.3595
O 3.362275 0.122113 -0.485691 -0.2 -0.2 0.1 -0.5535
O 1.221492 -1.177820 0.122723 0.6 0.3 0.2 -0.3552
S 2.220265 0.113673 0.435886 -0.1 0.0 -0.1 0.4393
H -0.153289 -0.635110 -1.407524 0.0 -0.2 0.1 0.2676
H -0.253937 0.586186 1.448064 -0.1 -0.1 -0.2 0.0840
```
Positions in Å, forces in eV/Å.

The energy above the lowest of the compared OMol25 structures with the same formula, charge and spin comes out at 4.8463 eV. As for the HOMO-LUMO gap: 6.37 eV. As for the net charge: -1. The value obtained for the LUMO energy is 3.882 eV. The highest occupied orbital energy is -2.5 eV. Its electronic energy is -18523.583 eV. The calculation puts the max |F| at 1.4 eV/Å.

The ion C7H7BrN3 with charge +1 in a non-equilibrium geometry, computed with wB97M-V/def2-TZVPD.

Structure (XYZ):
```
18
Properties=species:S:1:pos:R:3:forces:R:3:mulliken_charge:R:1
C -1.148320 -2.496419 0.396056 -3.6 -0.1 0.6 0.2784
C 2.097799 0.073507 0.267502 -2.2 -0.6 -1.5 -0.4456
C 2.153718 -1.249137 0.710364 1.3 2.7 -0.1 -0.4033
C 0.830866 0.592805 -0.344739 2.8 -0.4 0.6 0.8465
C -0.319887 -0.239802 -0.216554 1.0 -0.7 0.2 0.0753
C -0.097002 -1.542521 0.299161 0.9 1.4 0.5 0.3539
C -1.668796 2.269136 -0.413076 0.2 2.4 1.7 -0.9176
N -2.223789 -2.955773 0.512015 0.8 -1.6 0.3 -0.1800
N 1.060605 -1.936299 0.802193 -1.5 -3.1 -0.5 -0.5510
N 0.865285 1.760969 -0.986368 -2.2 -1.1 0.7 -0.5738
Br -2.055304 0.450659 -0.549922 -0.4 -0.4 -0.5 0.2629
H 2.928925 0.745447 0.122062 0.3 -0.2 0.3 0.3231
H 3.099091 -1.708594 1.021155 -0.5 0.2 0.1 0.3975
H -1.973553 2.675807 0.620232 0.1 -0.9 -1.8 0.2871
H -2.043848 2.830464 -1.292253 0.0 -0.7 0.6 0.3497
H -3.041723 -3.680165 0.683727 2.4 2.2 -0.6 0.3934
H 1.753751 2.192973 -1.038538 0.8 0.6 0.2 0.1628
H -0.217819 2.216944 -0.593018 -0.2 0.4 -1.0 0.3406
```
Positions in Å, forces in eV/Å.

The energy above the lowest of the compared OMol25 structures with the same formula, charge and spin comes out at 3.9838 eV. As for the HOMO-LUMO gap: 6.56 eV. As for the net charge: +1. The value obtained for the LUMO energy is -5.245 eV. The highest occupied orbital energy is -11.8 eV. Its electronic energy is -81871.918 eV. The calculation puts the max |F| at 3.7 eV/Å.

A structure of composition C7H12CrF9O13S3 in a non-equilibrium geometry, computed with wB97M-V/def2-TZVPD.

Structure (XYZ):
```
45
Properties=species:S:1:pos:R:3:forces:R:3:mulliken_charge:R:1
Cr 11.089070 16.371550 9.153370 -2.3 -1.5 -0.8 -0.0124
C 9.775230 16.283600 5.083550 -6.5 -2.6 4.2 0.5485
F 9.520760 17.459090 5.736910 1.1 -0.5 -1.3 -0.1742
F 8.775560 16.055410 4.184690 0.7 1.0 0.0 -0.2433
F 10.869210 16.124640 4.549270 5.0 1.3 -2.7 -0.1920
S 9.595580 14.819530 6.336090 -3.5 -2.5 -1.7 0.9763
O 10.325340 13.670940 5.693790 -1.1 2.4 0.8 -0.7539
O 10.305170 15.268620 7.523650 1.1 0.5 0.4 -0.0324
O 8.114490 14.667180 6.489600 4.0 0.3 -0.6 -0.6310
C 7.558540 19.352570 8.607400 1.1 -1.1 0.5 0.4813
F 7.875370 19.993840 9.725140 0.8 0.9 0.4 -0.2276
F 6.305370 19.562020 8.403360 -2.0 0.5 -0.8 -0.1979
F 8.274890 19.828840 7.580780 0.1 0.3 0.0 -0.2068
S 7.850510 17.577060 8.905710 -3.1 -5.8 3.0 1.2872
O 7.402380 17.226230 10.288360 0.8 2.3 -1.7 -0.7207
O 7.052200 16.768080 7.988120 1.3 2.5 -0.3 -0.6626
O 9.299900 17.435920 8.836030 1.2 1.4 -0.8 -0.4784
C 9.830360 12.313300 9.697240 -0.7 0.7 -0.2 0.5386
F 10.469240 12.550160 8.541560 0.0 -0.2 0.6 -0.1927
F 8.915330 11.354830 9.452740 0.8 0.4 0.6 -0.2213
F 10.729450 11.888480 10.615660 -0.2 -0.2 -0.4 -0.2502
S 8.961100 13.887450 10.319430 -4.7 2.3 -2.4 1.1651
O 8.384630 13.629390 11.622500 2.2 -0.4 0.3 -0.6675
O 10.024150 14.965680 10.237940 0.0 -1.4 0.8 -0.5140
O 7.831440 14.126500 9.374900 3.4 -0.9 1.2 -0.6229
C 12.809130 18.478600 10.485530 -0.7 0.1 -1.1 -0.5646
C 12.712980 18.819800 8.930500 1.7 1.3 2.1 -0.5891
O 12.365840 17.762940 8.123310 -0.9 -1.4 -0.1 -0.0307
O 11.741850 17.555130 10.803790 1.1 1.2 0.5 -0.1600
H 12.695490 19.405570 11.047590 -0.4 0.2 -0.2 0.3679
H 13.757030 18.086720 10.854340 0.2 -0.4 -0.7 0.4111
H 13.721220 19.072890 8.602640 0.2 0.7 0.4 0.4446
H 12.064550 19.684460 8.789050 -0.3 -0.1 0.1 0.4020
H 12.702360 17.949010 7.243690 -0.4 -0.5 -0.2 0.2547
H 11.864220 17.330340 11.729040 -0.5 -0.3 0.2 0.2494
C 14.789180 14.399930 8.469930 -0.7 -2.5 -0.6 -0.6725
C 13.344030 14.098800 9.014240 1.4 0.9 -0.6 -0.0120
O 12.889760 15.255420 9.655980 0.1 1.3 0.9 -0.1270
O 14.787830 15.160340 7.285710 -0.1 1.1 0.3 -0.5314
H 15.204750 13.441710 8.158150 0.0 -0.6 0.3 0.3538
H 15.540200 14.746590 9.179790 -0.5 0.7 0.2 0.4113
H 13.260090 13.326680 9.779010 0.3 -0.7 -0.7 0.3366
H 12.661940 14.014940 8.168180 0.0 -0.8 0.0 -0.0519
H 13.453240 15.346720 10.427830 -0.3 0.4 0.3 0.1728
H 14.193840 14.715170 6.676950 -0.1 0.0 -0.2 0.3400
```
Positions in Å, forces in eV/Å.

The energy above the lowest of the compared OMol25 structures with the same formula, charge and spin comes out at 4.4331 eV. As for the HOMO-LUMO gap (spin up / spin down): 6.43 / 6.71 eV. As for the net charge: -1. Its expectation value of S² is 6.005. The value obtained for the LUMO energy (spin up / spin down) is 1.169 / 1.151 eV. Its spin multiplicity is 5. The highest occupied orbital energy (spin up / spin down) is -5.3 / -5.6 eV. Its electronic energy is -119455.977 eV. The calculation puts the max |F| at 8.2 eV/Å.